Entry 1:
DFT (ωB97M-V/def2-TZVPD) results for a single C5H7N molecule.

Output
ΔE to the lowest compared entry with this formula, charge and spin: 16.32 kJ/mol
frontier orbital gap: 9.1917 eV
total charge: 0
max |F|: 0.0050 hartree/bohr
SMILES: Cc1cc[nH]c1
HOMO level: -8.12 eV

Each line ends with the Löwdin charge.
CARTESIAN COORDINATES (ANGSTROEM)
N 1.08010 0.78377 1.16280  0.0016
C 0.62567 -1.11073 0.09481  -0.0593
C 1.41954 -0.53766 1.06038  -0.1382
C 0.06969 1.05268 0.28416  -0.1128
C -0.26393 -0.09773 -0.38146  -0.3002
C -1.48008 -0.13579 -1.25897  -0.0648
H -1.35310 -0.61940 -2.22729  0.0696
H -2.31218 -0.62952 -0.74884  0.0749
H 2.18265 -0.95505 1.70039  0.1047
H 0.69940 -2.13708 -0.24347  0.0968
H 1.43136 1.43669 1.84249  0.1438
H -0.31416 2.05073 0.14230  0.1154
H -1.78496 0.89907 -1.42730  0.0685

Entry 2:
DFT (ωB97M-V/def2-TZVPD) results for a gas-phase ion, C11H23N2 (charge +1) in a non-equilibrium geometry.

Output
ΔE to the lowest compared entry with this formula, charge and spin: 413.02 kJ/mol
frontier orbital gap: 6.4725 eV
total charge: +1
max |F|: 0.0585 hartree/bohr
HOMO level: -11.87 eV

Each line ends with the Löwdin charge.
CARTESIAN COORDINATES (ANGSTROEM)
N -0.74025 -1.73585 -0.62093  -0.0206
N -3.27271 -3.70195 -0.51961  -0.0163
C -0.60450 -1.31106 1.86627  -0.0373
C 0.72029 4.53037 -0.84511  -0.0481
C 0.89243 -0.28679 0.14295  -0.0833
C 0.04890 -1.57408 0.55650  -0.3586
C 1.62091 3.78504 1.45293  -0.0160
C 0.33801 1.00980 0.40748  -0.0048
C -1.91168 -4.10674 -0.61452  -0.2706
C 1.01717 2.12172 -0.04564  -0.0198
C 0.65439 3.46821 0.27110  -0.4211
C 2.01636 -0.42590 -0.76575  -0.0187
C -0.98782 -2.98706 -1.28162  -0.1803
H -0.21245 4.38665 -1.45721  0.0997
H -4.00083 -4.43358 -0.45014  0.0993
H -1.39159 -4.29061 0.34941  0.1035
H 1.23649 4.54291 2.20084  0.1265
H 2.49103 4.15072 1.05433  0.0525
H 1.56952 4.52622 -1.51047  0.0783
H 2.88376 -0.25352 -0.12506  0.1229
H -0.39478 3.54533 0.59981  0.1455
H -1.47990 -1.12010 -0.82369  0.1215
H 0.15538 -1.36160 2.64115  0.0974
H 1.91978 2.24242 -0.70343  0.1620
H 0.05098 -3.36538 -1.44225  0.1210
H -1.98552 -5.06027 -1.14248  0.1103
H 1.87718 2.85249 1.95133  0.0816
H 0.55077 5.54526 -0.45879  0.0942
H -3.37805 -3.26833 -1.38203  0.0295
H -1.37898 -2.13189 2.05305  0.1229
H -0.50582 1.25400 1.11592  0.1435
H 2.04015 0.40576 -1.58305  0.1356
H -1.10270 -0.35874 1.88969  0.0562
H -1.36473 -2.68098 -2.30038  0.1351
H 1.90332 -1.47552 -1.06110  0.0981
H 0.72544 -2.43696 0.58049  0.1583

Entry 3:
DFT (ωB97M-V/def2-TZVPD) results for a molecular structure, C54H71IrP2SiTe in a non-equilibrium geometry.

Output
frontier orbital gap (alpha / beta): 5.2206 / 4.7410 eV
total charge: 0
max |F|: 0.0598 hartree/bohr
HOMO level (alpha / beta): -6.36 / -6.16 eV

Each line ends with the Löwdin charge.
CARTESIAN COORDINATES (ANGSTROEM)
Ir -0.21474 0.17944 -0.53902  0.6083
Te 2.71846 -1.01756 -0.03231  1.0269
P -1.32344 2.04529 -0.00476  0.8960
P -1.26094 -1.85608 -0.24024  0.9404
Si -0.02540 -0.04558 1.81618  0.3529
C -4.01892 -1.25708 -0.11662  -0.2129
C -1.72132 -1.89739 -2.96072  -0.2301
C -0.02396 4.42596 2.52483  -0.1867
C 4.25432 1.95914 0.59168  -0.0934
C 5.67726 -1.39007 -0.59688  -0.3307
C -3.42853 1.15556 4.01040  -0.0789
C 1.21934 0.63074 3.03861  -0.2061
C 0.90437 0.62976 -5.05628  -0.2563
C 6.53618 1.17641 0.02334  -0.0291
C -2.60316 2.67033 -1.17733  -0.4095
C 0.83688 -3.81655 3.34918  -0.0692
C 1.99765 -0.02606 -7.11010  -0.0831
C -4.16755 2.37765 -3.70147  -0.2024
C -5.35316 -1.46497 0.59974  -0.1856
C 1.90493 -0.07962 -5.72653  -0.0351
C -3.94132 2.16543 3.19946  -0.0749
C -2.20715 -4.54526 -3.12733  -0.2060
C 7.02174 -1.03381 -0.69668  -0.0254
C 0.59544 0.41740 -2.42428  -0.2771
C -2.16454 1.78299 1.61163  -0.3553
C -4.81183 2.22161 -2.32816  -0.1846
C 5.18121 0.86584 0.13837  -0.3085
C 0.11029 1.46231 -7.18348  -0.0837
C -0.79847 4.55488 1.21731  -0.1808
C -0.04616 -4.07523 1.12907  -0.0801
C -1.82882 -3.92627 -4.47790  -0.1821
C -1.18605 -4.21768 -2.03732  -0.1800
C -3.30625 2.48299 2.00864  -0.1045
C 0.01689 -1.88144 2.13647  -0.3465
C 1.20696 3.18768 0.42329  -0.2380
C -1.63522 0.77260 2.41986  -0.2889
C -2.93607 -2.16301 0.45710  -0.3848
C 1.43605 4.85323 2.30663  -0.1780
C 1.09898 0.74113 -7.84341  -0.0924
C -3.37588 -3.62986 0.39693  -0.1823
C -0.99124 -2.68600 -1.84628  -0.3831
C 0.59449 -2.45383 3.27493  -0.0823
C 4.74744 -0.42925 -0.17443  -0.5115
C -2.27995 0.47847 3.62860  -0.0837
C -0.32725 -2.70854 1.07741  -0.3926
C -3.79067 1.71877 -1.30737  -0.2286
C -4.70431 -3.81810 1.13755  -0.1876
C 1.96010 4.41880 0.91925  -0.1771
C -1.32669 -2.47204 -4.31764  -0.1757
C 0.53994 -4.62517 2.25800  -0.0682
C 0.76162 0.53404 -3.62849  -0.1391
C -5.78935 -2.92604 0.54076  -0.2026
C -2.95809 3.30063 -3.61360  -0.1955
C 5.27624 -2.79970 -0.94811  -0.1270
C 8.93200 0.61146 -0.51446  -0.0564
C -1.95230 2.79553 -2.57672  -0.2175
C 0.01192 1.40583 -5.80114  -0.0327
C -0.26759 3.55041 0.16737  -0.3808
C 7.47222 0.24379 -0.39418  -0.2765
H 4.60442 -2.81244 -1.81030  0.0597
H 9.32257 0.98240 0.43587  0.0771
H 2.06188 4.42683 3.09428  0.1070
H 0.87830 -1.82278 4.11005  0.0981
H 6.15769 -3.39873 -1.18319  0.0694
H -5.65325 1.52674 -2.37990  0.1095
H -0.24645 -4.71781 0.28349  0.0851
H -3.71915 3.26864 1.38323  0.1029
H -3.29282 4.30719 -3.33518  0.1169
H -4.27236 1.55207 -0.34292  0.0931
H -1.05978 -4.53477 -4.95837  0.1068
H -2.80848 -1.94928 -2.83638  0.1027
H 2.77308 -0.58501 -7.61905  0.1013
H -0.31658 4.01549 -0.81711  0.0989
H -1.43508 -0.85091 -2.90744  0.0496
H -2.28983 -5.62943 -3.21924  0.1127
H -1.71378 -1.84221 -5.11984  0.1097
H -0.23550 -2.43213 -4.39149  0.1128
H 7.73831 -1.78450 -1.01978  0.1096
H -3.51996 -3.91639 -0.65037  0.1032
H 4.65706 2.45765 1.47794  0.0897
H 2.60835 -0.66638 -5.14857  0.1171
H -0.22263 -4.64642 -2.32438  0.1252
H 1.43110 1.69130 2.89621  0.0069
H 1.28172 2.40574 1.17118  0.0425
H -4.56841 -3.56375 2.19466  0.1193
H 2.16609 0.09031 2.97548  0.0185
H -4.83688 2.69830 3.49254  0.1027
H -1.57842 1.81021 -2.86673  0.0711
H -2.93329 3.66005 -0.83757  0.1243
H -0.67147 5.56987 0.82941  0.1218
H -1.86500 4.41735 1.39562  0.0797
H 1.50807 5.93979 2.39585  0.1062
H 9.07619 1.40111 -1.25591  0.0779
H 9.53047 -0.24866 -0.81567  0.0696
H -3.39283 0.76249 -1.65348  0.0894
H 0.79797 0.51587 4.04666  0.0414
H 3.26267 1.57448 0.82889  -0.0033
H -0.58316 2.07331 -7.74878  0.1009
H 0.07248 -2.45384 -1.98246  0.0895
H -2.47108 3.37911 -4.58834  0.0973
H -2.79195 -1.87113 1.50499  0.1190
H -6.73310 -3.06275 1.07240  0.1084
H -3.19422 -4.18097 -2.82642  0.0983
H 4.14677 2.71402 -0.19237  0.0880
H 1.82895 5.23021 0.19542  0.1172
H -4.99964 -4.86770 1.08536  0.1107
H -0.07804 3.38847 2.86775  0.0958
H -5.24145 -1.16449 1.64900  0.1181
H -3.84263 1.39255 -4.05916  0.1152
H -1.08789 3.46120 -2.55603  0.1035
H 1.28031 -4.24338 4.24061  0.1044
H -4.89167 2.76557 -4.42132  0.1090
H -5.95614 -3.21362 -0.50457  0.1158
H -1.48924 -4.71935 -1.12310  0.0671
H -0.48282 5.03797 3.30312  0.1137
H -2.61725 -4.28265 0.83218  0.1014
H -2.70296 -3.95129 -5.13277  0.1051
H 3.02560 4.21078 0.96972  0.0822
H -0.76047 1.96001 -5.28124  0.0930
H 1.64690 2.78469 -0.49093  0.1021
H 0.76475 -5.68418 2.28336  0.1052
H -1.88249 -0.30274 4.27159  0.1053
H -3.92522 0.90510 4.94019  0.1023
H 1.17013 0.77681 -8.92359  0.0992
H -5.20741 3.19007 -1.99878  0.1172
H 4.74106 -3.27673 -0.12434  0.0487
H -3.70609 -0.23009 -0.00630  0.0538
H 6.86400 2.18447 0.27273  0.1206
H -6.11454 -0.81997 0.15383  0.1107
H -4.15115 -1.45574 -1.18686  0.1126

Entry 4:
DFT (ωB97M-V/def2-TZVPD) results for a single C3H5NO molecule in a non-equilibrium geometry.

Output
ΔE to the lowest compared entry with this formula, charge and spin: 116.46 kJ/mol
frontier orbital gap: 11.4511 eV
total charge: 0
max |F|: 0.0213 hartree/bohr
SMILES: COCC#N
HOMO level: -10.64 eV

Each line ends with the Löwdin charge.
CARTESIAN COORDINATES (ANGSTROEM)
O -0.53099 0.19330 -0.90040  -0.1757
N 2.06268 -0.05428 1.31521  0.1579
C 1.42783 -0.33762 0.39152  -0.1984
C 0.52744 -0.70290 -0.72282  -0.2175
C -1.07274 0.72676 0.29520  -0.1054
H -1.01807 0.01641 1.12975  0.0922
H -0.53781 1.64055 0.58069  0.0937
H 0.16421 -1.72280 -0.52975  0.1321
H -2.11841 0.96346 0.09656  0.0905
H 1.09586 -0.72288 -1.65596  0.1305

Among the records above, which one has the highest max |F|? C54H71IrP2SiTe

Among the records above, which one has the highest max |F|? C54H71IrP2SiTe